The following is a DFT calculation (ωB97M-V/def2-TZVPD) of C32H75Ca2N3O13S3 as an isolated structure.

The calculation puts the largest force on an atom at 2.19 eV Å⁻¹. As for the HOMO-LUMO gap: 7.468 eV. As for the charge: +2.

Structure (XYZ):
```
128
Properties=species:S:1:pos:R:3:forces:R:3:lowdin_charge:R:1
Ca -3.323 3.040 -1.461 1.1 -1.7 -0.1 1.522
Ca -0.965 1.263 -4.041 -0.8 -0.2 1.2 1.534
C -5.248 1.296 -5.059 -0.4 -0.8 2.0 0.021
C -3.831 1.331 -4.547 1.4 -0.4 -1.1 -0.685
O -3.423 2.291 -3.827 -0.2 1.1 1.2 -0.225
O -2.983 0.444 -4.874 -0.9 0.2 -0.1 -0.144
H -5.376 1.366 -6.131 0.1 0.0 -0.1 0.097
H -5.880 1.971 -4.480 0.3 0.7 -0.6 0.079
H -5.637 0.352 -4.654 0.1 -0.3 -0.8 0.096
C -0.241 1.736 0.393 -0.2 -1.1 0.3 -0.046
C -0.635 0.898 -0.820 0.8 -1.2 -0.6 -0.563
C -1.282 -0.439 -0.443 -0.9 -0.5 0.5 -0.043
O -1.440 1.574 -1.747 -0.3 0.8 -0.8 -0.511
H -1.191 1.970 0.881 0.2 0.8 0.1 0.063
H 0.465 2.544 0.213 -0.6 0.4 -0.4 0.073
H 0.299 1.135 1.137 -0.1 -0.3 -0.2 0.068
H 0.273 0.511 -1.325 0.3 0.7 0.0 0.107
H -1.017 -1.277 -1.093 0.3 0.3 -0.1 0.056
H -2.373 -0.398 -0.521 0.0 0.3 0.1 0.058
H -1.054 -0.776 0.574 0.1 0.1 0.0 0.069
C 1.728 3.846 2.605 -0.4 0.5 0.7 -0.056
C 2.753 4.563 1.734 1.0 -0.1 1.5 -0.480
C 3.524 5.611 2.562 -1.1 0.6 -0.3 -0.052
O 3.644 3.585 1.231 0.0 -0.1 -1.9 -0.060
H 1.083 3.092 2.156 0.2 0.2 -0.5 0.035
H 1.083 4.570 3.113 0.0 -0.1 0.0 0.080
H 2.274 3.331 3.401 0.1 0.1 0.0 0.089
H 2.354 5.159 0.912 -0.3 -0.7 -0.4 0.129
H 4.160 5.168 3.324 0.0 0.0 0.0 0.086
H 2.773 6.274 3.009 0.1 -0.3 0.5 0.081
H 4.062 6.322 1.935 0.5 -0.5 -0.2 0.081
H 4.107 3.063 1.886 -0.2 0.4 0.6 0.077
C 0.078 -4.068 -0.183 1.4 -0.6 0.9 -0.062
C -0.397 -5.520 -0.064 0.9 0.7 -0.4 -0.420
C 0.398 -6.252 1.012 -0.8 -0.4 1.0 -0.217
O 1.785 -6.150 0.801 0.0 0.6 -0.4 -0.195
C 2.536 -7.302 1.068 1.0 -0.2 -0.1 -0.114
N -1.840 -5.552 0.199 0.6 -0.9 -0.7 0.058
H 1.146 -4.072 -0.429 -0.1 0.2 0.0 0.071
H 0.007 -3.709 0.848 -0.2 0.7 -0.2 0.052
H -0.419 -3.432 -0.912 -0.4 -0.2 0.1 0.049
H -0.028 -6.006 -0.975 -1.1 -0.3 -0.3 0.144
H 0.106 -7.304 1.089 -0.2 0.0 -0.5 0.129
H 0.095 -5.855 1.994 0.3 0.3 0.1 0.115
H 3.595 -7.037 0.987 -0.1 0.3 0.3 0.086
H 2.477 -8.090 0.308 -0.8 0.0 0.1 0.093
H 2.351 -7.681 2.074 -0.1 -0.2 0.0 0.092
H -2.274 -5.298 -0.680 -0.4 0.1 0.2 0.067
H -2.074 -4.874 0.913 0.0 0.1 0.0 0.048
C -0.612 6.807 -1.940 0.5 0.2 0.0 -0.041
C -1.194 5.503 -1.416 -0.3 -0.5 -0.5 -0.396
C -1.999 5.652 -0.118 1.6 0.0 -0.8 -0.189
O -2.386 4.360 0.337 -0.7 0.7 0.0 -0.332
C -2.750 4.391 1.750 -0.5 -1.2 -0.7 -0.020
N -2.061 4.821 -2.434 -0.1 0.8 0.7 -0.054
H 0.345 6.994 -1.448 -0.3 0.4 0.3 0.089
H -1.281 7.664 -1.852 0.0 0.0 0.2 0.093
H -0.318 6.762 -2.992 -0.3 -0.4 -0.1 0.086
H -0.356 4.838 -1.196 -0.2 -0.2 0.0 0.140
H -2.852 6.323 -0.254 -0.1 0.0 0.2 0.144
H -1.245 6.081 0.549 -0.5 0.2 0.5 0.145
H -3.100 5.379 2.032 0.5 0.1 0.3 0.105
H -1.920 3.929 2.278 0.1 0.7 0.4 0.098
H -3.593 3.712 1.880 0.0 0.1 -0.1 0.068
H -2.703 5.556 -2.731 0.1 -0.2 -0.5 0.107
H -1.511 4.540 -3.236 -0.1 0.2 -0.1 0.085
C 3.492 0.249 -4.878 1.1 -0.7 -0.7 -0.046
C 1.986 0.347 -4.913 0.1 0.0 2.0 -0.385
C 1.336 -0.974 -4.532 0.2 -0.3 -0.1 -0.172
O -0.097 -0.831 -4.556 0.4 -0.3 0.8 -0.340
C -0.710 -2.048 -4.071 -1.1 0.2 -0.5 -0.048
N 1.557 1.388 -3.916 0.2 1.3 -0.3 -0.039
H 3.955 1.212 -5.098 0.0 0.0 -0.2 0.093
H 3.897 -0.507 -5.561 -0.3 0.3 -0.4 0.096
H 3.941 -0.091 -3.942 -0.7 0.3 0.4 0.074
H 1.574 0.722 -5.852 0.3 -0.4 -0.3 0.147
H 1.593 -1.372 -3.544 0.3 0.7 0.2 0.116
H 1.706 -1.760 -5.202 -0.5 0.1 -0.4 0.148
H -0.251 -2.478 -3.179 0.8 -0.1 -0.5 0.085
H -0.784 -2.657 -4.969 0.2 -0.7 0.5 0.112
H -1.729 -1.874 -3.712 0.0 0.6 -0.5 0.091
H 2.108 1.382 -3.050 -0.2 -1.0 0.1 0.072
H 1.962 2.257 -4.282 -0.4 0.0 -0.2 0.094
C 4.772 -0.067 1.538 -0.8 -1.3 0.5 -0.204
C 5.298 -1.417 1.026 1.7 0.1 -0.2 -0.229
C 5.049 -1.549 -0.462 -0.4 -0.4 -0.1 -0.206
S 3.454 -0.688 -0.682 1.2 0.8 1.0 0.715
O 2.453 -1.655 -1.089 -0.1 0.8 0.0 -0.341
O 3.716 0.556 -1.403 -0.7 -0.8 -0.4 -0.351
C 3.312 -0.110 1.101 0.0 -0.6 -0.7 -0.192
H 5.299 0.819 1.193 0.1 -0.1 -0.2 0.121
H 4.833 -0.154 2.624 -0.1 0.5 0.1 0.120
H 4.870 -2.283 1.530 -0.3 0.3 0.3 0.118
H 6.377 -1.488 1.192 -0.1 0.0 0.1 0.126
H 4.953 -2.594 -0.753 -0.4 0.1 -0.1 0.107
H 5.856 -1.144 -1.070 -0.3 0.6 0.0 0.112
H 2.805 -0.909 1.642 -0.1 0.0 0.0 0.069
H 2.761 0.825 1.178 0.0 0.0 -0.4 0.082
C 1.613 -3.060 5.155 -0.3 -1.0 -0.1 -0.196
C 1.871 -2.827 3.667 0.5 -0.3 -0.6 -0.219
C 0.761 -1.951 3.107 -0.4 0.7 0.9 -0.228
S -0.718 -2.633 3.939 -0.6 -0.6 -0.1 0.705
O -1.254 -3.749 3.169 0.1 0.8 -0.1 -0.339
O -1.620 -1.561 4.350 0.7 -0.6 -0.5 -0.331
C 0.129 -3.382 5.336 -0.3 1.1 0.8 -0.208
H 1.796 -2.228 5.832 0.6 0.2 -0.4 0.121
H 2.228 -3.909 5.453 0.0 0.1 0.3 0.124
H 1.863 -3.781 3.130 -0.2 -0.1 0.2 0.122
H 2.896 -2.476 3.527 -0.2 0.5 -0.1 0.108
H 0.570 -1.865 2.039 0.2 -0.6 -0.1 0.075
H 0.839 -0.924 3.478 0.0 0.0 0.2 0.105
H -0.208 -4.406 5.465 0.2 -0.1 -0.4 0.114
H -0.212 -2.817 6.205 -0.3 -0.2 0.0 0.104
C -3.842 -1.770 1.651 -0.4 -0.1 -0.6 -0.206
C -5.296 -1.690 1.202 -1.2 0.1 0.9 -0.208
C -5.511 -0.405 0.399 0.2 -0.5 -1.1 -0.215
S -4.595 0.853 1.308 -0.2 -1.3 1.1 0.744
O -5.422 1.613 2.213 0.1 -0.2 -0.5 -0.289
O -3.757 1.645 0.394 -0.2 -0.1 -0.2 -0.487
C -3.607 -0.395 2.258 1.3 0.6 -0.2 -0.197
H -3.201 -2.039 0.807 0.1 0.5 0.0 0.104
H -3.679 -2.579 2.363 -0.1 0.2 0.3 0.116
H -5.912 -1.581 2.102 0.0 -0.2 0.0 0.129
H -5.693 -2.576 0.707 0.2 0.1 -0.3 0.129
H -6.541 -0.121 0.188 -0.1 0.2 0.6 0.115
H -5.094 -0.570 -0.601 0.5 0.4 0.1 0.105
H -3.862 -0.388 3.316 -0.5 0.3 -0.1 0.115
H -2.570 -0.057 2.226 0.0 0.0 -0.2 0.083
```
Forces are in eV/Å.